The following is a DFT calculation (the ωB97M-V functional and the def2-TZVPD basis) of a molecular structure, C11H18.

Properties
E_HOMO = -8.68 eV
Net charge = 0
Maximum force = 6.552 eV Å⁻¹

The geometry in XYZ format:
```
29
Properties=species:S:1:pos:R:3:forces:R:3:nbo_charge:R:1
C 2.05275 0.33102 -0.66085 -1.595 5.759 -2.687 -0.2498
C 1.81293 -0.81257 -1.41542 -0.400 1.296 -1.052 -0.2292
C 0.73511 -0.96085 -2.31650 1.054 -2.130 -0.554 -0.2076
C -0.11888 0.05408 -2.66164 -1.854 -1.046 -0.628 -0.2258
C -0.04932 1.14959 -1.85312 1.524 1.542 -0.165 -0.2138
C 1.02867 1.33952 -0.96376 0.676 -5.056 -2.524 -0.2056
C 1.75642 -1.16575 1.48671 4.701 -3.252 -0.382 -0.5757
C 0.29899 -0.99432 1.66455 -2.090 -1.377 -2.620 -0.4399
C -0.54045 0.20341 1.24308 0.227 0.209 -0.085 -0.4008
C -2.04219 -0.07749 1.11716 0.675 2.031 -2.834 -0.3904
C -2.74657 1.30189 0.75791 -0.983 -0.089 -0.753 -0.6185
H 2.92745 0.93421 -0.11799 -1.524 -2.682 -0.965 0.2630
H 2.52240 -1.56011 -1.40669 1.207 -1.897 0.215 0.2081
H 0.61861 -1.97012 -2.82673 0.380 1.414 0.655 0.2170
H -0.93727 -0.11615 -3.43699 1.271 0.385 1.166 0.2233
H -0.69732 2.00707 -1.97810 -0.281 -0.109 0.026 0.2116
H 0.80105 2.08615 -0.37575 0.153 4.320 3.106 0.1913
H 2.24112 -0.84165 0.56392 -1.190 -0.373 1.223 0.2299
H 2.64257 -0.75143 2.15571 -2.349 -1.125 -0.140 0.2092
H 1.93404 -2.46397 1.16985 -0.155 3.625 1.768 0.1809
H -0.07407 -1.32003 2.59692 -0.027 -0.457 1.400 0.2050
H -0.10146 -1.78704 0.93948 0.297 0.709 0.980 0.1987
H -0.33906 1.04675 1.90690 -0.308 0.212 0.078 0.1830
H -0.33774 0.51087 0.25515 0.761 0.182 -0.339 0.2197
H -2.22924 -0.54692 2.02008 -1.862 -0.811 1.748 0.1996
H -2.30075 -0.72413 0.20671 0.703 0.382 1.498 0.1991
H -2.37391 1.82760 -0.21078 -0.576 -1.644 1.209 0.2044
H -3.87338 1.16803 0.70453 1.306 0.142 -0.257 0.2099
H -2.61049 2.13238 1.43565 0.258 -0.159 0.914 0.2034
```
Positions in Å, forces in eV/Å.